(1)
C18H26NO2 | ωB97M-V/def2-TZVPD

Output
calculated total energy	-24667.945	eV
total charge	+1
SMILES	O=C(OCC[NH+]1CCCC1)C1(c2ccccc2)CCCC1
max |F|	0.77	eV Å⁻¹

Structure (XYZ):
```
47
Properties=species:S:1:pos:R:3:forces:R:3:nbo_charge:R:1
O 1.0208 0.5963 -0.3805 0.005 0.148 -0.135 -0.6562
C -0.1129 1.0099 -0.1882 0.172 0.048 -0.002 0.8874
O -0.4993 1.5213 0.9779 -0.256 0.120 -0.024 -0.4894
C 0.4484 1.7275 2.0252 0.356 -0.049 0.182 -0.0973
H 1.2687 2.3510 1.6523 -0.107 -0.012 0.060 0.2029
C 0.9853 0.4294 2.6352 -0.578 0.366 0.053 -0.2501
N 2.1160 -0.1127 1.8575 -0.112 0.069 -0.504 -0.4005
C 2.3214 -1.5721 1.9879 0.111 -0.763 0.010 -0.2223
C 3.7277 -1.8231 1.4286 0.036 -0.045 -0.046 -0.4256
H 4.2856 -2.4877 2.0839 -0.045 -0.031 -0.006 0.2376
H 3.6850 -2.2857 0.4455 -0.013 -0.040 0.024 0.2366
C 4.3797 -0.4305 1.3485 0.020 0.017 0.025 -0.4195
H 5.3886 -0.4220 1.7517 0.011 0.072 -0.012 0.2467
H 4.4264 -0.0893 0.3150 0.023 0.043 0.005 0.2270
C 3.4433 0.4631 2.1527 0.708 0.277 -0.009 -0.2225
H 3.4982 1.5109 1.8632 -0.142 -0.001 0.034 0.2329
H 3.6357 0.3741 3.2248 -0.147 0.006 -0.024 0.2152
H 1.5454 -2.1110 1.4452 -0.087 0.137 0.067 0.2395
H 2.2654 -1.8376 3.0460 -0.089 0.119 -0.045 0.2176
H 1.8733 0.1132 0.8345 0.060 -0.095 0.605 0.4836
H 0.1799 -0.3101 2.6470 0.122 0.010 0.009 0.2421
H 1.3072 0.6097 3.6634 0.046 -0.068 -0.089 0.2370
H -0.1097 2.2878 2.7775 0.154 -0.105 -0.079 0.2371
C -1.2070 0.9274 -1.2070 0.007 -0.018 0.019 -0.2096
C -1.7260 -0.5045 -1.0614 -0.073 -0.062 -0.096 0.0816
C -1.7776 -1.4015 -2.1187 -0.008 0.076 0.045 -0.2327
C -2.2901 -2.6754 -1.9338 -0.022 -0.096 -0.019 -0.1915
C -2.7468 -3.0773 -0.6916 -0.003 -0.043 -0.027 -0.2070
C -2.6983 -2.1898 0.3699 0.025 -0.018 0.081 -0.1896
C -2.1929 -0.9156 0.1850 -0.063 -0.042 0.015 -0.2734
H -2.1840 -0.2258 1.0178 -0.049 0.043 0.046 0.2130
H -3.0623 -2.4862 1.3424 -0.045 -0.030 0.082 0.2185
H -3.1453 -4.0700 -0.5522 -0.044 -0.097 0.002 0.2255
H -2.3360 -3.3539 -2.7718 -0.003 -0.073 -0.078 0.2247
H -1.4414 -1.1186 -3.1017 0.079 0.084 -0.133 0.2186
C -0.6722 1.2978 -2.6017 0.104 -0.088 0.032 -0.3814
C -1.9047 1.7382 -3.4058 -0.064 -0.007 -0.070 -0.4150
H -2.1694 1.0032 -4.1637 0.015 0.025 -0.074 0.2167
C -3.0436 1.8978 -2.3846 -0.038 0.065 0.027 -0.4079
H -3.6312 2.7956 -2.5615 -0.091 -0.027 0.011 0.2268
H -3.7146 1.0396 -2.4319 -0.052 0.021 -0.004 0.2128
C -2.3567 1.9285 -1.0210 -0.094 0.009 -0.029 -0.3859
H -3.0294 1.6577 -0.2108 0.034 0.042 0.091 0.2255
H -1.9491 2.9203 -0.8201 0.022 0.058 0.035 0.2093
H -1.7038 2.6779 -3.9174 0.008 -0.028 -0.064 0.2204
H 0.0188 2.1351 -2.4875 0.032 -0.030 -0.007 0.2153
H -0.1161 0.4872 -3.0657 0.078 0.015 0.014 0.2254
```
Positions in Å, forces in eV/Å.

***

(2)
H8S4 | ωB97M-V/def2-TZVPD

Output
calculated total energy	-43469.643	eV
total charge	0
SMILES	S.S.S.S
max |F|	3.18	eV Å⁻¹

Structure (XYZ):
```
12
Properties=species:S:1:pos:R:3:forces:R:3:nbo_charge:R:1
S -1.3864 5.4924 3.0086 -0.441 1.246 0.518 -0.2864
H -2.1245 6.6347 3.2864 0.774 -0.863 -0.081 0.1514
H -2.3555 5.1151 2.1990 -0.333 -0.384 -0.437 0.1351
H -2.1071 -3.7016 0.0826 1.917 0.258 -1.265 0.1330
S -3.0725 -3.3751 0.8408 -2.462 0.700 1.879 -0.2931
H -2.9231 -2.0309 1.0939 0.548 -0.948 -0.628 0.1602
S 6.6005 -1.4598 -0.0817 0.061 1.814 -0.035 -0.2761
H 6.5434 -2.7459 -0.0619 -0.310 -1.526 -0.060 0.1302
H 5.3417 -1.2571 -0.5221 0.249 -0.288 0.095 0.1459
S -1.9713 -0.7628 -3.6978 -0.150 -0.693 0.181 -0.3099
H -1.8408 0.5463 -3.9653 -0.651 -0.040 0.233 0.1500
H -3.2595 -0.8763 -3.2294 0.799 0.724 -0.400 0.1598
```
Positions in Å, forces in eV/Å.

***

Sequential gap between HOMO and LUMO output: 9.643; 10.401 eV
Sequential LUMO level output: -2.3; 0.6 eV
Sequential energy relative to the best compared isomer or geometry (same formula, charge and spin) output: 0.00; 10.59 kcal/mol